(1)
C21H18N2O2S | ωB97M-V/def2-TZVPD

```
44
Properties=species:S:1:pos:R:3:forces:R:3
S -4.1404 -0.5676 0.0949 -0.04 -0.60 0.06
O -3.6628 0.4629 -2.8992 0.79 0.57 1.21
O 0.2924 -0.2290 0.1409 -1.11 -1.05 0.11
N -1.9514 0.1374 -1.4218 -1.37 -0.47 2.43
N -1.6564 -1.4220 0.2511 -0.65 -1.19 1.00
C -3.8581 -2.1548 0.9485 -0.71 0.11 1.38
C 4.0261 -2.8686 2.4945 0.37 0.58 -0.14
C 0.1832 4.8002 -1.2810 -0.25 0.70 -0.78
C 0.0466 7.0147 -2.3038 -1.38 -1.78 0.11
C -0.9326 4.3503 -1.9866 0.35 0.27 0.33
C 0.6706 6.0949 -1.4697 -0.28 -0.03 -0.23
C 4.8825 -3.8207 3.0224 -1.18 -0.50 -0.32
C 1.9560 -2.2036 1.2827 -3.12 0.03 -0.45
C -2.4205 2.3760 -2.4123 2.25 0.53 2.11
C -1.5585 5.2667 -2.8599 -0.20 -0.42 0.00
C 0.5809 -2.3391 1.0871 1.34 -0.14 -0.26
C 3.3997 -5.5637 2.2752 -0.07 1.27 -0.50
C 4.5639 -5.1786 2.9272 0.30 0.51 0.45
C -2.7736 0.9578 -2.1879 -1.18 -0.53 -2.53
C 2.5515 -4.5958 1.6912 0.23 -0.49 0.34
C -0.2990 -1.2728 0.4379 3.20 2.19 0.12
C 2.8552 -3.2234 1.8216 -0.49 -1.11 -0.02
C -2.3988 -2.5349 0.8684 1.19 -0.51 -0.61
C -2.4786 -0.5322 -0.4353 2.19 1.21 -2.66
C -1.1142 6.5666 -2.9851 0.91 0.48 0.23
C -1.3520 2.9614 -1.7510 -2.09 -1.04 -1.76
H 1.5655 6.3628 -0.9627 0.58 0.31 0.44
H -2.4062 4.9690 -3.4763 0.12 -0.05 0.29
H 2.4137 -1.2654 1.0366 -0.02 0.50 -0.09
H -3.0319 2.8943 -3.1331 -0.09 0.02 0.01
H 5.2312 -5.8884 3.4289 -0.38 0.05 -0.43
H 0.1133 -3.2875 1.2938 0.01 -0.27 0.27
H 1.6455 -4.9255 1.1381 0.81 0.33 0.45
H -2.0417 -2.6945 1.8910 0.20 -0.20 -0.36
H 5.7345 -3.4894 3.5554 0.81 0.13 0.37
H 3.2012 -6.6013 2.1727 -0.38 -0.72 -0.08
H 4.3116 -1.8142 2.6108 -0.34 -0.40 -0.14
H -2.2162 -3.4460 0.2249 -0.39 0.75 0.87
H 0.3697 8.0233 -2.3748 0.36 0.62 -0.17
H -4.1464 -2.0477 2.0164 0.14 0.15 -0.68
H -0.7551 2.3187 -1.0884 -0.24 0.41 -0.18
H -1.6387 7.2483 -3.6451 0.00 -0.06 0.02
H -4.4608 -2.9728 0.5831 -0.35 0.12 -0.51
H 0.6989 4.1342 -0.6212 0.19 -0.30 0.30
```
Positions in Å, forces in eV/Å.

## Properties
Spin multiplicity: 1
HOMO-LUMO gap, eV: 8.05
Energy relative to the best compared isomer or geometry (same formula, charge and spin), kcal/mol: 33.2
SMILES: O=C(/C=C/c1ccccc1)/N=C1\SCCN1C(=O)/C=C/c1ccccc1
HOMO energy, eV: -8.5


(2)
C21H18N2O4S | ωB97M-V/def2-TZVPD

```
46
Properties=species:S:1:pos:R:3:forces:R:3
S -8.6974 -2.8824 3.5018 0.01 0.00 0.01
O 6.7917 -1.8171 1.2839 0.00 -0.01 0.00
O 7.3328 -0.3597 -0.3229 0.01 0.00 0.00
O -1.6246 1.2370 -0.6965 0.00 0.00 0.00
O -3.8630 -2.2079 1.8545 0.00 0.02 0.02
N -5.8343 -1.2173 1.2375 -0.01 0.00 0.01
N -2.3661 -0.4738 0.5936 -0.01 0.00 -0.01
C 2.7015 -0.8612 0.7506 0.00 0.00 0.00
C 1.0115 0.4381 -0.4267 -0.01 -0.03 -0.02
C -7.4277 -1.6380 3.1083 0.00 -0.01 0.00
C 6.4472 -1.0060 0.4640 0.00 0.01 0.01
C -6.6005 -2.2341 1.9692 0.01 0.02 -0.02
C -4.4008 0.6987 -0.1624 0.01 0.00 0.01
C -5.8224 0.7248 -0.1270 0.00 0.00 0.00
C 1.6626 -1.4548 1.5097 0.00 0.00 0.00
C 2.3697 0.1014 -0.2303 0.00 0.00 0.00
C 4.0589 -1.1982 0.9488 0.01 0.00 0.00
C -7.5513 -3.0351 1.0857 0.00 0.00 0.01
C 0.3603 -1.1147 1.2969 0.00 0.00 -0.01
C 3.4068 0.7024 -0.9881 0.00 0.00 0.00
C 4.7096 0.3622 -0.7804 0.00 0.00 0.00
C -1.3876 0.2776 0.0149 0.00 0.00 0.01
C 5.0390 -0.6031 0.2030 0.00 -0.01 0.00
C -8.3246 -3.9231 2.0459 0.00 0.00 -0.01
C 0.0221 -0.1570 0.3064 0.01 0.03 0.02
C -4.4575 -1.3105 1.2549 0.01 -0.04 -0.05
C -6.4917 -0.2204 0.5614 0.00 0.00 0.00
C -3.7418 -0.2829 0.5048 -0.01 0.01 0.01
H -7.0032 -3.6162 0.3427 0.00 0.00 0.00
H -6.3703 1.4949 -0.6480 0.00 0.00 0.00
H -6.8105 -1.4414 3.9828 0.00 0.00 0.00
H -9.2601 -4.2832 1.6240 0.00 0.00 -0.01
H -5.8540 -2.9067 2.3859 -0.01 -0.01 0.00
H 3.1439 1.4392 -1.7370 0.00 0.00 0.00
H -7.9085 -0.7078 2.8064 0.00 0.00 -0.01
H 0.7359 1.1774 -1.1678 0.00 0.00 0.00
H -8.2392 -2.3676 0.5615 0.00 0.00 0.00
H 4.3353 -1.9324 1.6950 0.00 0.00 0.00
H -7.7271 -4.7805 2.3535 0.00 0.00 0.00
H 1.9207 -2.1818 2.2696 0.00 0.00 0.00
H 5.4994 0.8204 -1.3577 0.00 0.00 0.00
H -7.5695 -0.2463 0.6196 0.00 0.00 0.00
H 8.2085 -0.6903 -0.0744 -0.01 0.00 0.00
H -0.4006 -1.5756 1.9133 0.00 0.00 0.00
H -2.1359 -1.2952 1.1354 0.01 0.00 -0.01
H -3.8440 1.4428 -0.7086 0.00 0.00 0.00
```
Positions in Å, forces in eV/Å.

## Properties
Spin multiplicity: 1
HOMO-LUMO gap, eV: 7.92
Energy relative to the best compared isomer or geometry (same formula, charge and spin), kcal/mol: 0.2
SMILES: O=C(O)c1ccc2cc(C(=O)Nc3cccn([C@@H]4CCSC4)c3=O)ccc2c1
HOMO energy, eV: -8.3


(3)
C21H18N3O4PRuS | ωB97M-V/def2-TZVPD

```
49
Properties=species:S:1:pos:R:3:forces:R:3
Ru 0.7295 0.2841 -0.5583 0.02 -0.26 0.05
S 2.6543 4.3192 -1.4408 0.01 -0.07 0.01
P 0.4091 -1.3269 1.1085 0.03 0.05 0.14
O 2.5422 -0.3709 -0.3761 -0.12 0.07 -0.02
O 4.1677 -1.6948 0.3090 -0.03 -0.01 0.02
O 1.1516 0.3114 2.3123 0.04 -0.09 0.06
O 0.1594 1.5084 0.8963 0.03 0.02 0.05
N 1.5383 1.9780 -1.3207 0.04 -0.04 -0.03
N 0.5600 1.3586 2.0858 -0.05 0.10 -0.05
N 3.8594 1.9953 -0.9221 0.01 -0.03 -0.03
C 2.7238 2.6015 -1.2041 0.02 0.10 0.03
C -1.7294 3.5389 -2.0587 -0.02 0.04 0.00
C -0.0385 -2.5662 -2.7752 0.02 0.00 0.05
C -1.7527 -2.7207 1.9653 -0.01 0.00 0.05
C 0.4883 -2.4299 -1.5089 0.00 -0.04 -0.06
C -1.7848 -1.6575 4.5337 -0.01 0.00 0.00
C -1.3218 4.8701 -2.1085 -0.02 -0.02 0.00
C -0.8369 -1.7141 2.3218 0.01 -0.02 -0.01
C -2.6769 -3.1723 2.8896 0.01 -0.02 -0.04
C 0.0102 5.2246 -1.9386 0.03 0.00 0.00
C 3.0242 -1.3783 0.3825 0.08 -0.01 0.01
C -2.6992 -2.6376 4.1693 0.00 0.02 0.03
C -2.0220 -1.3333 -2.1132 -0.03 -0.02 -0.06
C -1.2921 -2.0225 -3.0744 -0.03 0.02 0.02
C -0.8015 2.5332 -1.8373 0.02 -0.01 0.00
C -0.2535 -1.7658 -0.4964 0.08 0.18 -0.12
C -1.5091 -1.1946 -0.8346 -0.06 -0.03 0.01
C 0.5190 2.8915 -1.6156 0.02 0.02 -0.03
C 2.0253 -2.0672 1.3060 -0.03 -0.05 -0.06
C 0.9233 4.2162 -1.6808 -0.10 0.03 -0.01
C -0.8511 -1.1945 3.6251 -0.02 -0.02 -0.03
H 1.9933 -3.1372 1.0905 0.02 0.00 0.01
H 3.8782 0.9895 -0.8118 0.00 0.01 0.01
H -2.0513 5.6424 -2.3075 0.00 0.00 0.00
H -0.1458 -0.4464 3.9459 0.01 0.02 -0.01
H 0.5192 -3.0926 -3.5376 0.00 0.00 0.00
H 2.3538 -1.9521 2.3395 -0.01 0.01 0.01
H -2.0841 -0.6806 -0.0708 0.01 0.01 0.00
H -2.9862 -0.9083 -2.3573 0.00 -0.01 -0.01
H 1.4617 -2.8512 -1.2916 0.01 0.01 0.00
H 0.3176 6.2591 -2.0087 0.00 0.00 0.00
H -2.7678 3.2918 -2.2293 0.00 0.00 0.00
H 4.7173 2.5176 -0.8438 0.00 0.00 0.01
H -1.6938 -2.1353 -4.0733 0.00 0.01 0.00
H -3.3745 -3.9493 2.6090 0.00 0.00 0.00
H -3.4252 -2.9919 4.8887 0.00 0.00 0.00
H -1.7935 -1.2503 5.5352 -0.01 0.00 0.00
H -1.0990 1.4832 -1.9024 -0.01 0.02 0.00
H -1.7360 -3.1728 0.9842 0.00 0.00 0.00
```
Positions in Å, forces in eV/Å.

## Properties
Spin multiplicity: 1
HOMO-LUMO gap (alpha / beta), eV: 5.67 / 5.67
Energy relative to the best compared isomer or geometry (same formula, charge and spin), kcal/mol: 0.0
HOMO energy (alpha / beta), eV: -14.4 / -14.4
Net charge: +2


(4)
C21H18O7 | ωB97M-V/def2-TZVPD

```
46
Properties=species:S:1:pos:R:3:forces:R:3
O -1.0397 -1.6839 2.4773 0.21 -0.12 -0.14
O -0.3375 -3.1405 0.9129 0.31 0.05 -0.09
O -2.7311 1.4809 -2.1440 0.10 -0.39 -0.09
O 5.0810 2.5829 -0.2169 -0.17 0.02 0.16
O -3.8163 -3.6425 1.4720 0.11 -0.04 0.02
O 1.6544 -1.6473 0.1510 -0.08 -0.45 -0.21
O -4.6710 1.1019 -0.0874 0.14 -0.22 0.25
C 3.2569 1.4917 0.7298 0.10 -0.07 -0.13
C 3.6031 -0.7109 -1.0152 -0.33 -0.27 0.13
C -3.4459 2.5536 -1.5681 -0.45 0.21 0.32
C 6.1485 2.6451 -1.1313 0.13 0.01 -0.11
C -1.4800 -3.9361 1.1681 -0.37 -0.36 0.42
C -1.9283 -0.7089 -1.7375 -0.14 0.23 -0.04
C 0.6780 0.8878 2.6805 -0.07 -0.05 0.03
C -0.2568 -1.9950 1.6098 -0.21 -0.14 0.21
C 1.2730 0.0588 1.6048 -0.46 -0.82 -0.09
C 2.5834 -0.6964 -0.0786 0.31 0.95 0.33
C 0.8719 -1.1808 1.1705 0.38 1.05 0.28
C 4.2802 1.4797 -0.2073 -0.20 -0.05 0.14
C -2.8075 0.3226 -1.4234 0.02 -0.08 0.12
C -4.8179 2.0775 -1.0945 0.22 0.31 -0.42
C -1.9229 -1.8765 -1.0054 -0.16 -0.05 0.10
C 2.4029 0.3965 0.7949 0.24 -0.54 -0.56
C -3.7379 0.1465 -0.3904 0.05 -0.09 -0.14
C -3.7246 -1.0256 0.3463 0.17 0.04 -0.15
C -2.8174 -3.2234 0.9389 0.25 -0.14 0.02
C 4.4440 0.3831 -1.0690 0.15 0.20 0.00
C -2.8044 -2.0321 0.0662 -0.36 0.48 -0.31
H -4.4259 -1.1497 1.1555 -0.11 -0.01 0.10
H -0.2226 0.4167 3.0609 -0.02 0.09 0.07
H -1.2457 -0.5616 -2.5592 0.09 0.02 -0.11
H -5.3919 2.8939 -0.6543 0.05 -0.04 -0.09
H -5.3685 1.6567 -1.9473 0.02 0.05 0.10
H 5.7953 2.6189 -2.1673 0.02 -0.02 0.03
H 6.6375 3.5998 -0.9441 0.00 -0.08 -0.06
H 1.3921 1.0081 3.4947 0.02 0.05 0.09
H -2.8874 2.9553 -0.7119 -0.04 -0.01 -0.11
H -1.4039 -4.7913 0.4915 0.00 0.10 0.08
H -1.4766 -4.2948 2.2039 -0.06 0.04 -0.21
H 5.2412 0.3810 -1.7945 0.08 0.02 -0.06
H 6.8672 1.8352 -0.9694 -0.03 0.02 -0.02
H 3.1452 2.3393 1.3853 0.00 0.15 0.09
H 0.4403 1.8789 2.2968 -0.04 0.10 0.02
H -3.5331 3.3180 -2.3415 -0.02 -0.03 0.11
H -1.2372 -2.6640 -1.2741 0.10 -0.03 0.00
H 3.7359 -1.5494 -1.6791 0.04 -0.10 -0.10
```
Positions in Å, forces in eV/Å.

## Properties
Spin multiplicity: 1
HOMO-LUMO gap, eV: 8.59
SMILES: COc1ccc2oc(C(=O)OCC(=O)c3ccc4c(c3)OCCO4)c(C)c2c1
HOMO energy, eV: -8.4


(5)
C21H19AuF6N3O7PS5 | ωB97M-V/def2-TZVPD

```
63
Properties=species:S:1:pos:R:3:forces:R:3
Au -0.2994 -0.2070 -0.2142 -0.34 -0.12 0.53
S -0.5432 -0.3669 -2.4928 0.07 -0.02 -0.78
S -2.3108 -1.3010 -1.9338 0.15 0.27 -0.02
S 2.3311 1.9977 -0.2039 -0.06 0.06 -0.08
S 0.0207 3.4284 0.3683 -0.28 -0.08 0.11
S 2.9918 -6.7565 1.5182 0.03 -0.10 0.09
P -0.5153 -0.2740 2.1565 -0.06 -0.12 -0.17
F 1.1547 5.6150 -0.5221 -0.07 -0.07 -0.01
F 4.7412 1.1451 0.2301 -0.12 0.09 -0.01
F 4.4465 3.2359 0.7237 -0.10 -0.10 -0.03
F -0.9684 5.4689 -0.9244 0.00 -0.09 0.05
F 3.6912 1.6914 2.0395 -0.11 -0.02 -0.04
F 0.4304 4.2964 -2.0822 0.02 -0.03 0.06
O -0.5255 4.0500 1.5351 0.05 -0.06 -0.10
O -3.3916 -0.8712 -2.7578 -0.04 0.00 0.03
O 1.9213 0.5874 -0.0606 -0.30 -0.03 0.05
O -2.3473 -0.5943 -0.5534 0.19 0.00 0.23
O -2.1048 -2.7121 -1.7597 0.03 -0.03 0.02
O -0.7366 2.3902 -0.2935 -0.01 0.20 -0.02
O 2.6538 2.4149 -1.5311 -0.03 -0.05 0.11
N 4.0859 -6.0922 -0.7808 0.05 -0.15 0.11
N 0.8881 -2.2817 -0.3888 0.30 -0.13 -0.03
N 1.4976 2.9744 0.6811 0.29 0.00 -0.06
C 0.1924 1.0622 3.1391 -0.05 -0.08 0.14
C 2.3894 -3.0029 2.8041 -0.02 0.08 0.12
C 0.1722 4.7876 -0.8779 0.10 0.17 -0.09
C -4.2891 0.7182 3.2611 -0.01 -0.02 0.00
C -2.9172 0.7424 3.0622 -0.06 0.01 0.07
C -2.2694 -0.3728 2.5357 0.07 0.17 0.02
C 2.3773 -4.5965 -0.0621 -0.01 -0.12 0.06
C -5.0200 -0.4123 2.9307 0.04 -0.01 -0.01
C 3.1849 -5.8344 0.1789 -0.04 0.28 -0.31
C 1.7750 -3.9857 3.5711 0.02 0.01 0.08
C 0.4542 -3.8340 3.9607 0.02 0.03 -0.03
C 0.3317 -1.7476 2.7706 0.03 0.06 0.09
C 2.9363 -3.4607 -0.6368 0.07 0.01 0.02
C -4.3822 -1.5169 2.3812 -0.01 0.04 0.03
C 3.8956 2.0312 0.7670 0.31 -0.02 0.04
C -0.2683 -2.7130 3.5704 -0.03 -0.06 -0.04
C 0.3350 -3.3823 0.1202 -0.10 0.00 -0.12
C 1.6720 -1.8901 2.4050 0.14 0.02 0.13
C 1.0443 -4.5502 0.3176 -0.12 -0.07 -0.09
C -3.0151 -1.4929 2.1732 0.02 -0.10 -0.07
C 2.1606 -2.3233 -0.7730 0.01 -0.08 -0.03
H 3.4224 -3.1142 2.5032 0.03 -0.01 0.01
H 2.1505 -1.1440 1.7800 -0.03 0.04 0.04
H 4.0815 -5.5994 -1.6572 -0.01 0.02 -0.01
H -2.5391 -2.3442 1.7023 0.04 0.00 0.01
H -6.0900 -0.4280 3.0853 -0.03 0.00 0.00
H 1.2764 1.0217 3.0461 0.01 -0.01 -0.01
H 0.5718 -5.4137 0.7644 0.01 0.01 -0.01
H -0.1468 2.0486 2.8408 -0.08 0.07 -0.07
H -1.2967 -2.6073 3.8858 -0.05 0.04 -0.02
H -0.7153 -3.3149 0.3707 -0.01 -0.03 0.01
H 2.3260 -4.8712 3.8574 0.00 0.03 -0.01
H -0.0219 -4.5917 4.5671 -0.02 -0.02 0.03
H -2.3695 1.6411 3.3107 0.05 0.00 0.00
H -4.9511 -2.3898 2.0942 -0.02 -0.02 -0.01
H 2.5793 -1.4143 -1.1817 -0.04 0.04 0.00
H -0.0993 0.8565 4.1727 0.12 0.10 -0.01
H -4.7844 1.5888 3.6682 -0.01 0.01 0.00
H 3.9777 -3.4189 -0.9267 0.01 -0.05 -0.01
H 4.6577 -6.9164 -0.6868 -0.01 0.03 -0.04
```
Positions in Å, forces in eV/Å.

## Properties
Spin multiplicity: 1
HOMO-LUMO gap, eV: 6.71
Energy relative to the best compared isomer or geometry (same formula, charge and spin), kcal/mol: 0.0
HOMO energy, eV: -9.2


no.,E (eV),molecular weight (g/mol)
1,-39978.082,362.454
2,-44076.935,394.452
3,-57417.420,540.503
4,-36400.789,382.368
5,-124348.962,927.661